1.
A molecular structure, C46H56AsBrN4O5PSi3Zr. Source: the Open Molecules 2025 dataset; level of theory: ωB97M-V/def2-TZVPD.

LUMO energy ... -3.59 eV
Max |F| ... 0.547 eV/Å
Net charge ... +1
ΔE to the lowest compared entry with this formula, charge and spin ... 14.2 kcal/mol
Kohn-Sham gap ... 6.256 eV

Element x y z (Å)
1 Zr -0.1111 -0.1295 -0.1260
2 O -2.8353 -4.5393 4.8616
3 C -2.3089 -4.9329 3.8071
4 O -2.1447 -6.0540 3.2995
5 C -1.7175 -3.7810 2.9609
6 C -0.8910 -4.0371 1.8859
7 C -0.3156 -2.9843 1.1937
8 N -0.6812 -1.7090 1.4141
9 C -1.5780 -1.4683 2.4041
10 C -2.0480 -2.4574 3.2290
11 C -2.1491 -0.1124 2.4277
12 C -2.9993 0.3211 3.4399
13 C -3.5960 1.5609 3.3356
14 C -3.3346 2.3390 2.2158
15 C -2.4609 1.8553 1.2702
16 N -1.8588 0.6563 1.3681
17 C 0.5332 -3.2920 0.0057
18 C 1.1778 -4.6267 0.0168
19 C 2.3726 -4.8707 -0.4971
20 C 3.2207 -3.8806 -1.2214
21 C 2.5671 -2.4915 -1.3940
22 N 1.2849 -2.2018 -0.6648
23 H -0.7342 -5.0805 1.6594
24 H -2.7294 -2.2899 4.0535
25 H -3.1960 -0.3147 4.2896
26 H -4.2651 1.9101 4.1120
27 H -3.7903 3.3092 2.0719
28 H -2.2284 2.4427 0.3973
29 H 0.6546 -5.4359 0.5001
30 H 2.7855 -5.8712 -0.4025
31 H 4.1439 -3.7821 -0.6322
32 H 2.2930 -2.4039 -2.4515
33 Br 2.1661 -1.5471 2.8224
34 C 1.4551 0.1874 2.9721
35 C 1.5151 0.7921 4.2229
36 C 1.0731 2.0922 4.3444
37 C 0.6312 2.7636 3.2109
38 C 0.5951 2.0811 2.0193
39 N 0.9645 0.7888 1.8933
40 C 0.2174 2.7932 0.7385
41 O 0.2203 4.0013 0.6921
42 O -0.0474 1.9974 -0.2547
43 H 1.9053 0.2370 5.0634
44 H 1.1006 2.5893 5.3052
45 H 0.3324 3.8029 3.2208
46 C 5.0416 -1.2014 -2.6109
47 Si 3.8481 -1.1148 -1.1795
48 C 4.8053 -1.1995 0.4283
49 C 3.6253 -4.4537 -2.5853
50 As 2.3703 0.6823 -1.2295
51 Si 1.9358 0.9962 -3.5740
52 C 3.4906 1.3606 -4.5453
53 C 1.1346 -0.5586 -4.2215
54 C 0.7421 2.4194 -3.6986
55 Si 3.6864 2.5828 -0.6283
56 C 5.4251 2.2362 -1.2157
57 C 3.0131 4.1375 -1.3884
58 C 3.7624 2.7202 1.2322
59 H 5.7305 -2.0326 -2.4240
60 H 5.6438 -0.2947 -2.6982
61 H 4.5496 -1.3771 -3.5700
62 H 4.5665 -2.1111 0.9800
63 H 4.6107 -0.3609 1.0965
64 H 5.8772 -1.2167 0.2109
65 H 4.1673 -5.3927 -2.4616
66 H 4.2707 -3.7665 -3.1343
67 H 2.7409 -4.6512 -3.1953
68 H 3.9094 0.4465 -4.9714
69 H 4.2787 1.8629 -3.9905
70 H 3.2131 2.0162 -5.3779
71 H 1.8846 -1.3121 -4.4810
72 H 0.5860 -0.3062 -5.1361
73 H 0.4068 -1.0029 -3.5392
74 H 1.1968 3.3842 -3.4729
75 H -0.1185 2.2936 -3.0388
76 H 0.3762 2.4506 -4.7306
77 H 5.5257 2.1827 -2.2976
78 H 5.8396 1.3230 -0.7817
79 H 6.0525 3.0668 -0.8726
80 H 3.2584 4.2041 -2.4510
81 H 3.5022 4.9774 -0.8832
82 H 1.9368 4.2548 -1.2538
83 H 3.9428 1.7593 1.7193
84 H 2.8628 3.1678 1.6555
85 H 4.5968 3.3820 1.4869
86 C -0.0335 -3.5220 -2.5457
87 C 0.0529 -2.6741 -1.3123
88 O -0.8471 -1.6351 -1.2798
89 H 0.4019 -3.0361 -3.4209
90 H -1.0936 -3.6746 -2.7462
91 H 0.4374 -4.4907 -2.4070
92 C -3.7981 -0.3429 -1.0372
93 P -2.4414 0.6013 -1.8322
94 C -3.1583 2.2604 -2.0784
95 C -4.4693 2.3596 -2.5549
96 C -5.0486 3.5983 -2.7698
97 C -4.3230 4.7577 -2.5154
98 C -3.0208 4.6705 -2.0510
99 C -2.4372 3.4269 -1.8334
100 C -2.4068 -0.0578 -3.5271
101 C -2.1970 0.8054 -4.6031
102 C -2.1296 0.3110 -5.8978
103 C -2.2663 -1.0508 -6.1305
104 C -2.4845 -1.9142 -5.0655
105 C -2.5564 -1.4222 -3.7703
106 H -4.5617 -0.6143 -1.7654
107 H -4.2529 0.2638 -0.2555
108 H -3.4000 -1.2560 -0.5937
109 H -5.0393 1.4637 -2.7729
110 H -6.0642 3.6619 -3.1396
111 H -4.7765 5.7268 -2.6827
112 H -2.4498 5.5692 -1.8513
113 H -1.4228 3.3757 -1.4610
114 H -2.1063 1.8718 -4.4352
115 H -1.9820 0.9920 -6.7270
116 H -2.2206 -1.4376 -7.1409
117 H -2.6129 -2.9749 -5.2446
118 H -2.7354 -2.1031 -2.9476

***

2.
A molecular structure, C46H56BN13O2S5SeV. Source: the Open Molecules 2025 dataset; level of theory: ωB97M-V/def2-TZVPD.

Multiplicity ... 2
LUMO energy (alpha / beta) ... -0.56 / -0.46 eV
Max |F| ... 1.812 eV/Å
ΔE to the lowest compared entry with this formula, charge and spin ... 10.9 kcal/mol
Kohn-Sham gap (alpha / beta) ... 6.648 / 5.176 eV

Element x y z (Å)
1 V 1.3067 -1.1075 -1.9488
2 C 2.6210 -4.1559 2.2498
3 C 1.5421 -3.1453 2.4615
4 C 0.8364 -3.0947 3.6209
5 C -0.1849 -2.1327 3.7848
6 N -0.4238 -1.2611 2.8508
7 N 0.2445 -1.3206 1.6951
8 B -0.3219 -0.2111 0.7470
9 N 0.4864 1.1238 1.0336
10 N 0.2219 1.6166 2.2548
11 C 0.6766 2.7831 2.5961
12 C 1.3142 3.6051 1.6336
13 C 1.6663 3.0856 0.4304
14 C 2.3625 3.9070 -0.6067
15 C 1.3758 1.6995 0.1896
16 S 2.3139 0.9304 -1.0204
17 C 0.5256 3.1603 4.0648
18 C 0.9399 4.6081 4.3259
19 C -0.9259 2.9629 4.5047
20 C 1.4427 2.2219 4.8611
21 N -1.8344 -0.0237 0.9323
22 N -2.2322 1.2273 1.2251
23 C -3.4814 1.5364 1.0805
24 C -4.4142 0.5739 0.5989
25 C -4.0282 -0.7028 0.3598
26 C -4.9808 -1.7146 -0.1846
27 C -2.6437 -1.0477 0.5709
28 S -2.0460 -2.5915 0.3163
29 C -3.8887 2.9532 1.4720
30 C -4.2521 2.9401 2.9610
31 C -5.1122 3.4192 0.6752
32 C -2.7380 3.9238 1.2144
33 C 1.1959 -2.2273 1.4197
34 S 1.9842 -2.4475 -0.0867
35 C -1.1109 -2.0635 4.9921
36 C -0.7262 -3.0853 6.0605
37 C -1.0588 -0.6581 5.5885
38 C -2.5323 -2.3543 4.4973
39 H 2.7842 -4.7284 3.1606
40 H 3.5508 -3.6723 1.9518
41 H 2.3527 -4.8342 1.4399
42 H 1.0574 -3.7980 4.4087
43 H 1.5245 4.6409 1.8515
44 H 2.3443 4.9561 -0.3188
45 H 1.8668 3.7870 -1.5708
46 H 3.3969 3.5861 -0.7314
47 H 0.3385 5.3105 3.7479
48 H 1.9923 4.7832 4.1015
49 H 0.7882 4.8356 5.3820
50 H -1.5699 3.7384 4.0877
51 H -0.9999 3.0034 5.5920
52 H -1.2929 1.9975 4.1619
53 H 2.4871 2.3594 4.5783
54 H 1.1722 1.1826 4.6790
55 H 1.3472 2.4261 5.9279
56 H -5.4397 0.8562 0.4195
57 H -6.0042 -1.4389 0.0609
58 H -4.7582 -2.7110 0.1923
59 H -4.8802 -1.7416 -1.2730
60 H -5.1190 2.3027 3.1405
61 H -4.4976 3.9468 3.2991
62 H -3.4259 2.5597 3.5623
63 H -6.0074 2.8487 0.9174
64 H -4.9399 3.3554 -0.3999
65 H -5.3183 4.4613 0.9196
66 H -1.8251 3.5930 1.7103
67 H -3.0053 4.9116 1.5906
68 H -2.5227 4.0062 0.1513
69 H 0.2901 -2.9303 6.4252
70 H -0.8117 -4.1090 5.6956
71 H -1.3997 -2.9846 6.9120
72 H -0.0852 -0.4523 6.0353
73 H -1.8181 -0.5557 6.3640
74 H -1.2463 0.0825 4.8158
75 H -2.5949 -3.3359 4.0282
76 H -2.8378 -1.6147 3.7592
77 H -3.2275 -2.3246 5.3367
78 O 1.6371 -5.3093 -5.3899
79 C 0.3204 -5.0469 -5.2739
80 C -0.5620 -5.8647 -5.9805
81 C -1.9224 -5.6481 -5.9062
82 C -2.4402 -4.6171 -5.1273
83 C -1.5741 -3.8079 -4.4232
84 C -0.1912 -4.0044 -4.4824
85 C 0.6736 -3.1127 -3.6973
86 O 0.1089 -2.2327 -2.9408
87 N 1.9742 -3.2585 -3.7686
88 N 2.6501 -2.3625 -2.9248
89 C 3.8965 -2.6202 -2.8192
90 S 4.6781 -3.8849 -3.7483
91 C 6.2760 -3.7084 -2.9141
92 C 6.4524 -2.2461 -2.5546
93 S 4.9304 -1.7197 -1.7263
94 H 2.1166 -4.6519 -4.8420
95 H -0.1481 -6.6605 -6.5823
96 H -2.5913 -6.2917 -6.4631
97 H -3.5058 -4.4511 -5.0710
98 H -1.9479 -3.0039 -3.8045
99 H 7.0480 -4.0539 -3.6006
100 H 6.2871 -4.3300 -2.0183
101 H 6.6224 -1.6399 -3.4449
102 H 7.2708 -2.0944 -1.8516
103 N -0.1529 -0.4443 -0.7452
104 C -0.7865 0.0549 -1.6488
105 C -1.7115 0.8454 -2.2910
106 C -1.3975 2.2188 -2.3988
107 N -1.1434 3.3406 -2.4913
108 C -2.8478 0.2720 -2.8989
109 N -3.7934 -0.1954 -3.3571
110 C 0.1272 3.2763 -5.1921
111 N 1.5120 3.0246 -4.8278
112 C 2.5280 3.9540 -4.8201
113 C 3.6493 3.3117 -4.4254
114 N 3.3049 1.9945 -4.2053
115 C 4.2161 0.9411 -3.7924
116 C 1.9942 1.8219 -4.4583
117 Se 0.9715 0.2891 -4.3286
118 H 0.0927 4.1862 -5.7857
119 H -0.4828 3.3863 -4.2885
120 H -0.2444 2.4385 -5.7752
121 H 2.3600 4.9797 -5.0839
122 H 4.6487 3.6695 -4.2750
123 H 5.1807 1.1056 -4.2702
124 H 3.7990 -0.0138 -4.1142
125 H 4.3305 0.9321 -2.7052

***

3.
A molecular structure, C46H56F5N4O2S3SiY. Source: the Open Molecules 2025 dataset; level of theory: ωB97M-V/def2-TZVPD.

LUMO energy ... -0.89 eV
Max |F| ... 0.550 eV/Å
ΔE to the lowest compared entry with this formula, charge and spin ... 2.6 kcal/mol
Kohn-Sham gap ... 5.274 eV

Element x y z (Å)
1 Y -0.1558 -0.2867 0.4563
2 C -2.6263 -4.2797 0.9991
3 C -3.2419 -4.5478 -0.2102
4 C -2.9521 -3.7464 -1.2997
5 C -2.0381 -2.7114 -1.1526
6 N -1.4401 -2.4568 0.0130
7 C -1.7457 -3.2151 1.0644
8 C -1.6644 -1.8178 -2.2797
9 C -2.0043 -2.1339 -3.5902
10 C -1.6009 -1.2927 -4.6058
11 C -0.8397 -0.1828 -4.2942
12 C -0.5103 0.0589 -2.9668
13 N -0.9448 -0.7316 -1.9771
14 C 0.4402 1.1457 -2.6021
15 C 0.8743 2.0777 -3.5368
16 C 1.8008 3.0370 -3.1645
17 C 2.2675 3.0415 -1.8644
18 C 1.7794 2.0851 -0.9911
19 N 0.8912 1.1544 -1.3407
20 H -2.8293 -4.8652 1.8844
21 H -3.9522 -5.3586 -0.3022
22 H -3.4508 -3.9156 -2.2418
23 H -1.2759 -2.9482 2.0016
24 H -2.5485 -3.0376 -3.8147
25 H -1.8465 -1.5168 -5.6352
26 H -0.4718 0.4536 -5.0829
27 H 0.4879 2.0709 -4.5441
28 H 2.1469 3.7684 -3.8830
29 H 2.9911 3.7649 -1.5172
30 H 2.1079 2.0680 0.0379
31 S 0.8899 -0.4195 3.0636
32 C 0.5723 1.2373 2.8785
33 N 0.3286 1.7866 1.7024
34 C 0.1218 3.1541 1.8026
35 C -0.1181 4.0333 0.7471
36 C -0.2784 5.3818 1.0126
37 C -0.2134 5.8717 2.3180
38 C 0.0312 5.0123 3.3757
39 C 0.2037 3.6605 3.1079
40 S 0.5482 2.3635 4.2130
41 H -0.1826 3.6467 -0.2591
42 H -0.4604 6.0684 0.1940
43 H -0.3466 6.9288 2.5061
44 H 0.0935 5.3871 4.3890
45 C 1.3597 -3.9659 1.8307
46 C 2.7395 -3.4826 1.3669
47 C 3.4089 -2.9189 2.6307
48 C 3.5575 -4.7218 0.9757
49 Si 2.4597 -2.1226 -0.0684
50 C 2.4236 -3.1593 -1.7771
51 C 3.7232 -3.8170 -2.2607
52 C 1.3506 -4.2529 -1.6710
53 C 1.9619 -2.2516 -2.9249
54 C 4.1206 -1.0460 -0.1219
55 C 4.0960 -0.0700 1.0634
56 C 5.4550 -1.8033 -0.0642
57 C 4.1688 -0.2018 -1.4035
58 H 1.4674 -4.7692 2.5719
59 H 0.7400 -4.3440 1.0165
60 H 0.8253 -3.1468 2.3178
61 H 3.3520 -3.6734 3.4264
62 H 2.9241 -2.0189 3.0019
63 H 4.4635 -2.6945 2.4868
64 H 3.6683 -5.3705 1.8550
65 H 4.5602 -4.4657 0.6344
66 H 3.0812 -5.3196 0.1999
67 H 4.1596 -4.5021 -1.5381
68 H 4.4797 -3.0741 -2.5150
69 H 3.5222 -4.3908 -3.1764
70 H 1.6200 -5.0481 -0.9774
71 H 1.1938 -4.7182 -2.6542
72 H 0.3930 -3.8398 -1.3418
73 H 2.6892 -1.4810 -3.1774
74 H 1.0271 -1.7622 -2.6704
75 H 1.7918 -2.8517 -3.8302
76 H 4.1562 -0.5801 2.0234
77 H 3.1761 0.5194 1.0917
78 H 4.9438 0.6258 0.9991
79 H 5.5982 -2.3364 0.8720
80 H 6.2839 -1.0875 -0.1545
81 H 5.5588 -2.5231 -0.8756
82 H 3.2144 0.2738 -1.6346
83 H 4.4527 -0.8021 -2.2685
84 H 4.9227 0.5905 -1.2999
85 F -6.2556 -2.0402 4.6675
86 C -5.2319 -1.6091 3.9187
87 C -5.1994 -1.8516 2.5600
88 F -6.2025 -2.5175 1.9726
89 C -4.1318 -1.4107 1.8002
90 F -4.1705 -1.6356 0.4666
91 C -3.0306 -0.7226 2.3378
92 O -2.0372 -0.3226 1.6138
93 C -3.1167 -0.4798 3.7235
94 F -2.1522 0.2320 4.3166
95 C -4.1808 -0.9097 4.4913
96 F -4.2067 -0.6459 5.8011
97 C -2.7060 2.9943 -3.9054
98 C -2.2019 3.7314 -2.6707
99 C -3.0747 3.5417 -1.4386
100 S -3.0719 1.8271 -0.8694
101 O -1.7018 1.6104 -0.2881
102 C -4.2001 1.9937 0.5458
103 C -3.5927 2.5908 1.8140
104 C -3.6424 4.1089 1.9418
105 H -2.0613 3.1881 -4.7639
106 H -3.7153 3.3166 -4.1697
107 H -2.7351 1.9153 -3.7444
108 H -2.1462 4.8035 -2.8748
109 H -1.1832 3.4155 -2.4329
110 H -4.1178 3.8014 -1.6369
111 H -2.7090 4.1413 -0.6068
112 H -4.5078 0.9653 0.7267
113 H -5.0770 2.5392 0.1871
114 H -2.5672 2.2269 1.9101
115 H -4.1468 2.1503 2.6465
116 H -2.9368 4.6116 1.2823
117 H -3.3769 4.4012 2.9583
118 H -4.6438 4.4960 1.7359

***

4.
A molecular structure, C46H56I2KN5O7S2. Source: the Open Molecules 2025 dataset; level of theory: ωB97M-V/def2-TZVPD.

LUMO energy ... 3.75 eV
Max |F| ... 1.272 eV/Å
Net charge ... -2
ΔE to the lowest compared entry with this formula, charge and spin ... 9.5 kcal/mol
Kohn-Sham gap ... 6.745 eV

Element x y z (Å)
1 K -0.5055 0.3157 -0.1538
2 S 1.1525 -4.2250 -1.1493
3 C 1.9857 -2.7610 -1.6516
4 C 3.0425 -2.9241 -2.5719
5 C 3.7205 -1.8107 -3.0325
6 C 3.3617 -0.5547 -2.5621
7 C 2.3232 -0.4839 -1.6560
8 N 1.6300 -1.5479 -1.2190
9 H 3.3117 -3.9202 -2.8931
10 H 4.5298 -1.9227 -3.7437
11 H 3.8629 0.3499 -2.8841
12 H 2.0230 0.4832 -1.2560
13 C 2.0894 2.6810 -4.8613
14 C 1.4819 3.8390 -4.0765
15 C 1.9997 5.1722 -4.5858
16 O 0.0725 3.8431 -4.1537
17 C -0.4827 3.3488 -2.9180
18 C 0.7425 3.0917 -2.0030
19 O 1.8079 3.7345 -2.7203
20 C 0.7357 3.5390 -0.4466
21 O 0.5063 2.4350 0.3236
22 C -0.3865 4.5836 -0.1454
23 C -1.7099 4.1160 -0.1661
24 C -2.7773 4.9484 0.1362
25 C -2.5544 6.2751 0.5063
26 C -1.2542 6.7450 0.5607
27 C -0.1821 5.9082 0.2331
28 C 2.1273 4.1523 -0.0898
29 C 2.6831 5.2852 -0.6947
30 C 3.9147 5.7874 -0.2939
31 C 4.6270 5.1704 0.7292
32 C 4.0812 4.0556 1.3500
33 C 2.8432 3.5602 0.9441
34 C -1.4389 2.1165 -3.1080
35 O -1.5797 1.4689 -1.9260
36 C -2.8180 2.6026 -3.6106
37 C -3.8219 1.6257 -3.5951
38 C -5.1170 1.9308 -3.9739
39 C -5.4443 3.2314 -4.3718
40 C -4.4592 4.2026 -4.3827
41 C -3.1484 3.8877 -4.0061
42 C -0.8579 1.1822 -4.2029
43 C -0.2143 0.0099 -3.8138
44 C 0.4100 -0.8055 -4.7512
45 C 0.3540 -0.4899 -6.1050
46 C -0.3431 0.6434 -6.5104
47 C -0.9358 1.4741 -5.5663
48 H 1.7587 2.7134 -5.9013
49 H 1.7824 1.7258 -4.4294
50 H 3.1796 2.7548 -4.8234
51 H 1.8040 5.2646 -5.6565
52 H 3.0748 5.2421 -4.4060
53 H 1.4889 5.9782 -4.0556
54 H -1.0848 4.1558 -2.5084
55 H 0.9188 2.0129 -1.9568
56 H -1.8842 3.0782 -0.4603
57 H -3.7885 4.5556 0.0800
58 H -3.3874 6.9270 0.7520
59 H -1.0578 7.7692 0.8613
60 H 0.8222 6.3079 0.2994
61 H 2.1459 5.7845 -1.4912
62 H 4.3219 6.6654 -0.7861
63 H 5.5905 5.5604 1.0391
64 H 4.6176 3.5637 2.1557
65 H 2.3961 2.6945 1.4111
66 H -3.5606 0.6409 -3.2169
67 H -5.8838 1.1644 -3.9426
68 H -6.4600 3.4780 -4.6593
69 H -4.7013 5.2171 -4.6826
70 H -2.3853 4.6607 -4.0423
71 H -0.1828 -0.2618 -2.7677
72 H 0.9458 -1.6879 -4.4106
73 H 0.8422 -1.1231 -6.8392
74 H -0.4052 0.8935 -7.5653
75 H -1.4527 2.3731 -5.8843
76 C -4.1920 0.4481 0.1740
77 O -3.9011 1.4788 1.1408
78 C -2.7203 1.3261 1.7719
79 O -2.0634 0.3097 1.7427
80 N -2.3806 2.4854 2.4158
81 N -1.0331 2.5750 2.8268
82 H -5.2162 0.6296 -0.1379
83 H -4.0976 -0.5400 0.6194
84 H -3.5270 0.5455 -0.6861
85 H -2.7561 3.2929 1.9320
86 H -0.9592 3.3780 3.4330
87 H -0.4311 2.6865 2.0056
88 I 0.0626 -3.9803 1.1757
89 I -1.1928 -4.1355 3.8404
90 S -2.6047 -2.2006 -1.8734
91 C -2.2178 -2.9106 -3.3406
92 N -2.6696 -2.4068 -4.5152
93 C -2.3230 -2.9110 -5.8398
94 C -1.0424 -3.7211 -5.7850
95 C -1.1114 -4.7069 -4.6377
96 N -1.4563 -4.0165 -3.4064
97 H -3.1519 -1.5301 -4.4323
98 H -2.1917 -2.0629 -6.5118
99 H -3.1358 -3.5298 -6.2349
100 H -0.2072 -3.0511 -5.6245
101 H -0.8937 -4.2411 -6.7329
102 H -0.1488 -5.1963 -4.4941
103 H -1.8466 -5.4887 -4.8598
104 H -0.9772 -4.2630 -2.5460
105 C 4.2649 -1.1012 1.1414
106 C 3.3677 -0.0164 1.7031
107 O 2.5592 -0.5742 2.7022
108 C 1.6483 0.3652 3.2320
109 C 0.6632 -0.3549 4.1219
110 H 4.8339 -0.7202 0.2887
111 H 3.6515 -1.9416 0.8060
112 H 4.9615 -1.4628 1.9024
113 H 2.7488 0.3984 0.8958
114 H 3.9661 0.8120 2.1130
115 H 1.1208 0.9033 2.4319
116 H 2.2081 1.1302 3.7976
117 H 0.0485 -1.0386 3.5327
118 H -0.0003 0.3735 4.5944
119 H 1.1883 -0.9357 4.8851

***

> Number 3 is which compound?

C46H56F5N4O2S3SiY

***

> The highest ΔE to the lowest compared entry with this formula, charge and spin belongs to which entry?

C46H56AsBrN4O5PSi3Zr